Record 1
Entry from the OMol25 dataset: a 14-piece molecular cluster, C8H24B2O28 overall (ωB97M-V with the def2-TZVPD basis set).

Geometry as XYZ:
```
62
Properties=species:S:1:pos:R:3
O 3.41905 1.97729 -3.64416
C 2.23963 2.03675 -3.26401
O 1.16915 2.17304 -3.98198
B 0.01677 2.45386 -3.05916
O 0.64479 2.38949 -1.75409
C 1.87787 2.05572 -1.91469
O 2.63164 1.64196 -1.05499
O -1.18394 1.61607 -3.22457
C -2.21066 2.27570 -3.46357
O -3.28867 1.90768 -3.04898
C -1.78956 3.63628 -3.47197
O -0.54633 3.78515 -3.29203
O -2.51713 4.64260 -3.52448
O 2.65409 -1.80056 -2.55566
C 1.71680 -1.63741 -1.72480
O 0.77809 -0.79802 -1.96879
B -0.14145 -0.92414 -0.83914
O 0.46008 -1.89076 0.10158
C 1.50272 -2.30418 -0.49020
O 2.21725 -3.24393 -0.08787
O -0.36200 0.41464 -0.28840
C -1.59202 0.53291 -0.16976
O -2.11215 1.36107 0.60795
C -2.30475 -0.54011 -0.75960
O -1.49375 -1.36600 -1.21468
O -3.45031 -0.86195 -0.40322
O 0.21387 2.78673 0.97257
H 0.20362 2.04945 0.32491
H 0.95148 3.36343 0.77767
O -4.22428 -2.13214 1.79434
H -3.87078 -1.54313 1.12705
H -5.16338 -2.11785 1.57281
O -1.58684 4.05808 -0.51138
H -0.95011 3.56333 -0.01605
H -2.44133 3.60550 -0.37010
O 3.43733 -2.93593 2.24181
H 3.33784 -2.72688 1.32955
H 3.59898 -2.07514 2.67475
O -4.22750 1.06055 2.10927
H -3.92834 1.36651 1.28838
H -3.57452 0.43378 2.40867
O -2.15158 3.13503 2.59504
H -2.97408 3.61400 2.44937
H -2.00840 2.60091 1.79065
O 4.82529 -1.50461 -1.03914
H 5.03138 -2.30774 -0.59385
H 4.19608 -1.68120 -1.70832
O 0.78328 -3.14682 3.21436
H 0.03281 -3.09884 2.60968
H 1.56168 -3.18414 2.67743
O 2.14927 -5.81247 1.14677
H 3.08450 -5.81882 1.25249
H 2.01089 -5.08313 0.58934
O 0.65705 0.86653 2.77729
H -0.08037 0.23242 2.77840
H 0.53051 1.54426 2.04009
O 2.54619 -0.20968 1.10199
H 1.89538 0.00715 1.78664
H 2.58375 0.41797 0.37214
O -1.55063 -3.27213 1.85278
H -2.17649 -2.61021 1.99298
H -1.05773 -2.97789 1.08090
```

gap between HOMO and LUMO	9.17	eV
energy relative to the best compared isomer or geometry (same formula, charge and spin)	444.8	kJ/mol
total charge	-2
2S+1	1

***

Record 2
Entry from the OMol25 dataset: C9H27ClCrI2OP3 as an isolated structure (ωB97M-V with the def2-TZVPD basis set).

Geometry as XYZ:
```
44
Properties=species:S:1:pos:R:3
I -1.59900 -0.73797 0.04147
I 0.65107 -0.86830 1.42398
Cr 1.98701 0.83233 -3.10165
P 1.66617 -1.50789 -2.27415
C 1.06841 -2.93037 -1.32191
C 1.05738 -2.08965 -3.90055
H 1.48649 -3.08631 -4.04800
H 3.33524 -3.10344 -2.81527
H 1.34034 -1.42312 -4.72431
H 3.99679 -1.43646 -3.06834
H -0.02194 -2.96777 -1.29754
H -0.03047 -2.18652 -3.83766
C 3.40088 -2.08576 -2.41733
H 1.45920 -3.83024 -1.84791
H 3.82506 -2.12975 -1.41212
H 1.47063 -2.92419 -0.30135
P 0.86524 2.31189 -1.35261
C -0.24462 2.72881 0.05601
C 2.25638 3.45697 -0.99315
H 0.45274 3.03644 -3.66087
H 0.15022 4.33638 -2.43978
H -1.02257 2.99788 -2.64976
C 0.03446 3.27433 -2.67490
H 3.00250 3.40074 -1.79391
H 1.82383 4.45758 -0.91156
H -0.08955 3.79715 0.31640
H -0.02542 2.08352 0.91251
H 2.71540 3.15708 -0.04634
H -1.29115 2.57220 -0.23407
Cl 3.16981 1.53472 -4.86799
C -2.52252 -0.29736 5.57120
P -2.23432 -0.35949 3.78687
C -1.86980 -2.13504 3.47500
C -3.78855 -0.09653 2.87724
O -1.13445 0.60792 3.43244
H -2.91495 -1.25661 5.91772
H -3.20997 0.51561 5.83032
H -1.55168 -0.09471 6.03819
H -2.39075 -2.76701 4.19993
H -2.17949 -2.40336 2.46559
H -0.78849 -2.20974 3.57561
H -3.86359 0.95023 2.56129
H -3.79895 -0.76432 1.99494
H -4.64301 -0.35988 3.51631
```

gap between HOMO and LUMO (spin up / spin down)	3.50 / 5.49	eV
⟨S²⟩	4.15
energy relative to the best compared isomer or geometry (same formula, charge and spin)	208.8	kJ/mol
total charge	+2
2S+1	4

***

Record 3
Entry from the OMol25 dataset: a 2-piece molecular cluster, C2H6NO overall (ωB97M-V with the def2-TZVPD basis set).

Geometry as XYZ:
```
10
Properties=species:S:1:pos:R:3
C -0.97361 0.62404 0.36600
C 0.64793 0.67463 -1.21682
N 0.02372 0.10996 -0.23170
O 1.15527 -1.88148 1.24990
H 1.10199 -1.03377 0.73285
H -1.46482 1.44035 0.00045
H -1.32877 0.06624 1.32837
H 0.47817 1.68358 -1.43264
H 0.27212 -2.26441 1.13719
H 1.58664 0.22411 -1.76905
```

gap between HOMO and LUMO	5.98	eV
energy relative to the best compared isomer or geometry (same formula, charge and spin)	128.3	kJ/mol
total charge	-1
2S+1	1

***

Record 4
Entry from the OMol25 dataset: C36H30Br2NOPtSb2 as an isolated structure (ωB97M-V with the def2-TZVPD basis set).

Geometry as XYZ:
```
73
Properties=species:S:1:pos:R:3
Pt 0.66336 0.12431 0.59655
Br 2.26403 4.82111 -0.61018
C 2.88534 3.72287 0.73824
C 3.94394 4.10646 1.54708
C 4.42423 3.28392 2.56115
Br 5.85159 3.85611 3.56859
C 3.81772 1.99672 2.81821
C 4.21256 1.10585 3.82856
C 3.54382 -0.09044 3.96857
C 2.49864 -0.40290 3.10017
N 2.10607 0.43096 2.14657
C 2.74797 1.61383 2.00313
C 2.25364 2.46327 0.94418
O 1.26987 2.06989 0.23543
H 4.41365 5.06720 1.38342
H 5.03418 1.35483 4.48601
H 3.82177 -0.79638 4.73795
H 1.96782 -1.34261 3.17685
C -0.75969 -2.67276 -1.13979
C -1.77007 -1.63497 -0.67434
C -1.53603 -1.27654 0.79589
Sb -2.01000 0.71631 1.47101
C -3.19827 0.40709 3.15597
C -4.20768 -0.54980 3.03627
C -5.05353 -0.76840 4.11253
C -4.88192 -0.05143 5.28895
C -3.87356 0.89496 5.39830
C -3.02259 1.13262 4.32921
C -3.05404 1.69305 -0.02439
C -4.38679 2.02405 0.22291
C -5.13372 2.58634 -0.80131
C -4.54533 2.84280 -2.03049
C -3.20476 2.54431 -2.25534
C -2.44577 1.97633 -1.24910
Sb 1.14354 -1.70206 -1.33097
C 2.55096 -3.12709 -1.86681
C 2.51095 -4.39446 -1.28633
C 3.36197 -5.37693 -1.76670
C 4.24174 -5.08740 -2.80157
C 4.28298 -3.81927 -3.36381
C 3.43819 -2.82349 -2.89699
C 0.83119 -0.44793 -2.97966
C 1.15815 0.90383 -2.95504
C 0.91248 1.68919 -4.07330
C 0.34164 1.12815 -5.20514
C 0.01593 -0.22307 -5.22985
C 0.25661 -1.01437 -4.11830
H -0.97667 -3.06297 -2.13479
H -0.67922 -3.51451 -0.45201
H -2.79346 -1.99770 -0.79318
H -1.70510 -0.75114 -1.31711
H -0.46661 -1.52724 1.08993
H -2.08302 -1.90605 1.50462
H -4.36386 -1.10870 2.11997
H -5.84873 -1.49613 4.03102
H -5.54286 -0.23095 6.12561
H -3.75230 1.45260 6.31627
H -2.24671 1.88227 4.41858
H -4.84146 1.84450 1.18982
H -6.17274 2.83413 -0.63469
H -5.13270 3.29262 -2.81909
H -2.75582 2.76487 -3.21364
H -1.39336 1.76761 -1.42022
H 1.83077 -4.62479 -0.47528
H 3.33885 -6.36868 -1.33670
H 4.90233 -5.85907 -3.17285
H 4.97200 -3.60606 -4.16924
H 3.46737 -1.83656 -3.34255
H 1.61919 1.35381 -2.08140
H 1.17882 2.73720 -4.06326
H 0.15891 1.73977 -6.07801
H -0.41336 -0.66205 -6.11992
H 0.01698 -2.07083 -4.16419
```

gap between HOMO and LUMO (spin up / spin down)	3.81 / 3.81	eV
energy relative to the best compared isomer or geometry (same formula, charge and spin)	136.2	kJ/mol
total charge	+3
2S+1	1

***

Record 5
Entry from the OMol25 dataset: C11H37BClHgO14P3 as an isolated structure (ωB97M-V with the def2-TZVPD basis set).

Geometry as XYZ:
```
68
Properties=species:S:1:pos:R:3
Hg 0.01317 0.00145 -0.66363
Cl 2.34747 1.14721 -1.38429
B -2.15992 -1.24396 -0.22701
H -2.06533 -0.34409 -0.81483
H -3.17937 -1.40422 0.08807
H -1.86291 -1.97839 -0.95957
H -1.45745 -1.13773 0.58508
C 4.20974 -2.37115 -0.27158
O 3.41902 -2.90608 0.77791
P 1.82345 -2.98020 0.58964
O 1.16211 -1.76287 0.16759
O 1.82099 -4.17552 -0.48188
C 2.44983 -5.39650 -0.19242
O 1.24357 -3.78728 1.86001
C -0.16536 -3.97421 2.00828
H 4.83598 -1.62035 0.21031
H 3.59184 -1.90537 -1.03927
H 4.99122 -3.04273 -0.62709
H 2.77593 -5.55436 0.83560
H 3.32929 -5.63179 -0.79182
H 1.64263 -6.10974 -0.35921
H -0.30222 -4.99870 2.35438
H -0.93642 -3.66503 1.30260
H -0.61475 -3.51340 2.88794
C 2.73455 0.64151 2.87973
O 1.55806 1.17125 3.48232
P 0.08000 0.72722 2.91506
O -0.10773 0.83634 1.45904
O 0.00919 -0.84438 3.44524
C 0.39091 -1.38439 4.69369
O -0.89814 1.55074 3.89647
C -2.29003 1.52572 3.75832
H 3.51552 1.33565 3.19014
H 2.57676 0.73158 1.80498
H 2.98935 -0.33286 3.29661
H -0.49827 -1.85775 5.11010
H 0.89087 -0.67735 5.35568
H 1.11493 -2.14086 4.39096
H -2.64854 0.50227 3.64819
H -2.66210 2.18652 2.97537
H -2.70608 1.90418 4.69200
C -0.59462 4.47316 -3.03509
O -0.77218 4.52445 -1.62040
P -1.45704 3.28621 -0.84518
O -1.09895 1.92340 -1.24173
O -3.06168 3.49387 -0.94943
C -3.78101 3.44466 -2.17579
O -1.05954 3.49592 0.75717
C 0.05709 4.23049 1.17386
H -1.16752 5.26515 -3.51741
H -0.82589 3.52446 -3.51943
H 0.46262 4.62896 -3.24974
H -4.36392 4.30759 -2.49779
H -4.32139 2.50552 -2.05702
H -3.16865 3.47772 -3.07692
H -0.25801 5.20266 0.79477
H 1.02800 4.22178 0.67852
H 0.28574 4.17783 2.23831
C -0.74515 0.24284 -5.07372
C 0.00228 -0.51333 -4.03772
O -0.66723 -0.96444 -2.83079
O -1.63885 -0.69062 -5.75778
H 0.06836 0.69928 -5.63760
H -1.31455 1.08540 -4.68131
H 0.87052 0.08311 -3.75753
H 0.46590 -1.36201 -4.54062
H -1.42260 -1.50333 -3.07697
H -2.48371 -0.78133 -5.31105
```

gap between HOMO and LUMO (spin up / spin down)	1.97 / 7.93	eV
⟨S²⟩	0.75
total charge	-1
2S+1	2

***

Record 6
Entry from the OMol25 dataset: a 2-piece molecular cluster, C9H13N3 overall (ωB97M-V with the def2-TZVPD basis set).

Geometry as XYZ:
```
25
Properties=species:S:1:pos:R:3
C 3.40916 -1.49619 -0.63015
C 4.38055 -0.62392 -0.19215
C 2.37214 0.19979 -0.00656
C 1.43661 1.27812 0.28681
C -0.65140 0.55332 -0.45993
C -1.31022 -0.28538 0.30777
C -0.97301 1.01051 -1.82034
C -2.75107 -0.63330 -0.01863
C -0.92760 -0.62520 1.76982
N 2.16605 -0.98010 -0.54789
N 1.55213 2.37459 0.82931
N 3.69329 0.47330 0.24972
H 3.66696 -2.45565 -1.00698
H 5.38485 -0.50519 -0.10991
H -0.45861 0.51872 -2.52889
H -0.79750 2.06598 -1.83006
H -2.01358 0.96527 -2.02950
H -2.85187 -1.01544 -0.98965
H -3.17038 -1.41204 0.54234
H -3.47292 0.07443 0.28600
H -0.20418 -1.32726 1.70140
H -1.80248 -0.96290 2.21162
H -0.55460 0.27406 2.28846
H 0.93758 3.13421 0.97661
H 4.18496 1.20723 0.76083
```

gap between HOMO and LUMO	8.40	eV
energy relative to the best compared isomer or geometry (same formula, charge and spin)	376.1	kJ/mol
total charge	0
2S+1	1